Record 1
{"formula": "C10H21N5O4", "method": "the ωB97M-V functional and the def2-TZVPD basis", "de_lowest_kj_mol": 334.9, "total_energy_ha": -968.3365, "orbital_gap_ev": 9.3, "smiles": "[H]/N=C(/N)NCCC[C@H](NC(=O)[C@@H](N)[C@@H](C)O)C(=O)O", "symbols": ["O", "O", "O", "O", "N", "N", "N", "N", "N", "C", "C", "C", "C", "C", "C", "C", "C", "C", "C", "H", "H", "H", "H", "H", "H", "H", "H", "H", "H", "H", "H", "H", "H", "H", "H", "H", "H", "H", "H", "H"], "coordinates": [[-2.063251, 1.780878, -1.621244], [4.349897, 0.178047, -0.849169], [-0.852747, 3.487169, -0.811489], [3.052816, 2.034419, 0.270733], [0.806656, 2.043337, 0.283916], [-1.821616, -1.728211, 0.130385], [-1.586033, -0.633010, -1.951712], [1.334698, -0.614132, -1.211329], [-3.590899, -0.754978, -1.060046], [-2.273481, -1.233296, 1.435043], [-0.463531, 1.433080, 0.180708], [3.463644, -0.469442, 0.002794], [3.663016, -2.000579, -0.046126], [-2.388882, 0.283964, 1.684388], [-1.225573, 1.388190, 1.515239], [-1.206572, 2.303049, -0.864461], [1.940998, -0.076971, -0.034717], [1.980583, 1.431403, 0.206933], [-2.323499, -1.134108, -0.966637], [-1.819996, 0.730228, -1.668058], [-2.772845, 0.295686, 2.695385], [4.078468, 1.120802, -0.611493], [1.468252, -0.085036, -2.038315], [-1.873306, -1.902461, 2.278702], [1.756911, -1.495058, -1.327074], [3.662433, -0.047896, 0.988724], [3.476899, -2.559068, -1.012576], [3.170892, -2.481688, 0.751920], [-3.769028, -0.494445, -2.054831], [-0.907953, -2.191027, 0.062049], [-3.342148, -1.622460, 1.562930], [-0.305958, 0.478287, -0.127893], [-0.635166, -0.964012, -1.867978], [-0.482411, 1.481663, 2.277127], [-3.168500, 0.427081, 1.039624], [0.699570, 2.973523, 0.639814], [-4.410689, -1.148183, -0.553107], [-1.829528, 2.367158, 1.707277], [1.495064, -0.526792, 0.896400], [4.712823, -2.075102, 0.068163]], "forces_ev_per_angstrom": [[-1.11, -0.86, -1.04], [-1.04, 0.92, -0.66], [-1.42, -0.97, -0.64], [-0.45, 0.37, 0.45], [0.20, 0.23, 1.43], [0.52, -0.88, 1.35], [-0.49, -1.96, 0.32], [-1.73, 0.37, 0.48], [-3.24, -0.13, -0.73], [-1.04, -2.76, 1.69], [-1.55, 1.50, 0.27], [-0.94, -1.02, 1.47], [0.35, 1.07, -1.64], [3.18, -0.78, 1.06], [-2.83, 1.02, 0.04], [2.49, 2.66, 2.11], [2.31, -0.20, 0.39], [-0.46, 0.28, -0.93], [2.05, 1.20, -1.65], [-0.46, 0.50, -0.86], [-0.13, 0.51, 0.29], [0.94, -0.78, -0.55], [0.38, 0.69, -0.72], [0.47, 1.29, -1.33], [0.49, -1.23, -0.60], [0.66, -0.92, 0.70], [-0.22, 0.99, 0.81], [-0.63, -0.64, 0.97], [-0.12, -0.08, 1.48], [-0.63, 0.90, -0.06], [0.87, 0.78, -0.34], [0.12, -2.74, -1.09], [0.33, 0.37, 0.18], [0.40, -0.88, 0.90], [-1.97, 1.81, -1.57], [0.78, 0.75, -0.42], [1.47, 0.34, -0.45], [1.04, -1.37, -0.72], [0.22, 0.22, -0.76], [1.17, -0.55, 0.37]]}

---

Record 2
{"formula": "C10H21NO10SZn", "method": "the ωB97M-V functional and the def2-TZVPD basis", "spin_multiplicity": 2, "total_energy_ha": -3378.3347, "orbital_gap_ev": [8.2, 7.2], "s2": 0.758, "charge": -1, "symbols": ["Zn", "S", "O", "O", "O", "O", "O", "O", "O", "O", "O", "O", "N", "C", "C", "C", "C", "C", "C", "C", "C", "C", "C", "H", "H", "H", "H", "H", "H", "H", "H", "H", "H", "H", "H", "H", "H", "H", "H", "H", "H", "H", "H", "H"], "coordinates": [[-0.855312, -1.145395, 0.658594], [-2.651902, -0.687995, -2.138256], [-1.791622, -0.806045, -0.964956], [1.039198, 0.587985, -2.603396], [-3.247222, -1.845075, -2.714646], [-0.317152, -3.058175, 0.138304], [-1.956312, -0.049595, 2.141674], [-2.129012, 0.193965, -3.170466], [0.429928, -2.186875, 1.931054], [-3.664462, 0.292265, -1.788216], [0.980468, 3.356625, 0.593184], [-2.723762, -1.955895, 1.684864], [0.755688, 0.419695, 0.315754], [0.993638, 1.096185, 1.640014], [1.520808, 4.683495, 0.399154], [0.546608, -3.111505, 1.080754], [1.574658, -4.282205, 1.056894], [0.657818, 0.367945, -3.947126], [1.777638, 2.496535, 1.488574], [-2.947372, -0.815395, 2.146024], [1.916168, -0.033305, -0.408606], [-4.396712, -0.404595, 2.420804], [1.504628, -0.534875, -1.831456], [2.499958, -0.742085, 0.178694], [-0.033722, -0.458945, -4.108716], [2.317958, -1.023485, -2.367976], [1.824598, -4.688955, 0.077014], [1.248978, -5.222365, 1.502024], [0.477238, 1.306725, -0.078886], [2.575208, -4.028945, 1.407404], [1.383498, 0.414055, 2.395524], [-5.106212, -1.231855, 2.439954], [-4.517132, -0.017115, 3.432464], [-0.025552, 1.301505, 1.967424], [2.833318, 2.463895, 1.219184], [-4.799912, 0.389235, 1.792024], [1.731788, 5.250195, 1.306034], [1.515838, -0.017475, -4.497906], [0.456518, 1.303105, -4.469666], [2.521698, 0.839015, -0.654576], [0.777668, -1.334195, -1.687586], [0.967438, 5.366755, -0.245066], [1.919698, 2.909095, 2.487424], [2.414728, 4.644075, -0.223316]], "forces_ev_per_angstrom": [[-0.55, 0.06, 1.33], [-0.37, -0.72, 0.39], [0.15, -0.60, -1.39], [-0.21, -0.01, 0.93], [0.54, -1.56, 0.42], [1.56, -1.15, -0.49], [0.38, 2.70, 0.66], [1.89, 1.11, -1.58], [2.33, -0.64, 1.03], [-2.92, 2.25, 1.24], [0.86, 0.37, 0.88], [-1.28, -1.00, 0.12], [-0.55, 0.83, 1.70], [0.50, 0.72, -0.53], [0.69, -0.53, -0.56], [-1.75, -0.09, -1.24], [0.38, 0.05, -0.21], [1.53, -1.21, -0.29], [-1.05, -0.53, 0.19], [0.00, -1.51, -1.95], [0.35, 0.69, -1.87], [-0.17, 0.20, 1.39], [-0.24, -0.04, 0.25], [-0.17, -0.23, -0.19], [-0.79, 0.60, 0.36], [0.56, 0.15, 0.09], [-0.66, 0.77, -0.67], [-0.36, 0.44, 0.80], [-0.90, -0.39, -1.64], [-0.27, 0.28, 0.73], [0.54, 0.12, -0.16], [0.42, -0.28, -0.58], [0.40, 0.32, 0.23], [0.09, 0.36, 0.19], [0.00, -0.49, -1.06], [0.49, -0.12, -0.38], [-0.01, -0.39, 0.36], [0.79, -0.06, -0.12], [-0.71, -0.05, 0.61], [0.61, 0.10, 0.31], [-0.66, 0.16, -0.27], [-1.26, -0.67, 0.23], [-0.88, 0.42, 0.33], [0.70, -0.42, 0.40]]}

---

Record 3
{"formula": "C10H21NO15Y", "method": "the ωB97M-V functional and the def2-TZVPD basis", "de_lowest_kj_mol": 1562.6, "total_energy_ha": -1614.9599, "orbital_gap_ev": 2.4, "charge": -1, "symbols": ["Y", "O", "O", "O", "O", "O", "O", "O", "O", "O", "O", "O", "O", "O", "O", "O", "N", "C", "C", "C", "C", "C", "C", "C", "C", "C", "C", "H", "H", "H", "H", "H", "H", "H", "H", "H", "H", "H", "H", "H", "H", "H", "H", "H", "H", "H", "H", "H"], "coordinates": [[1.065683, 0.056410, -0.827365], [3.582173, -4.700240, 0.673505], [0.225893, -2.026290, -3.970205], [0.089023, 5.184430, -3.159395], [6.966913, -1.135290, -2.025485], [-1.979667, -1.836010, -2.379045], [2.510123, -6.063630, -0.715495], [-0.472207, 3.079780, -2.792645], [1.396583, 3.750470, -2.110875], [5.158993, 1.580970, 3.820945], [3.898023, 0.940350, 2.132025], [-4.245997, 2.651470, 2.745295], [1.817253, -4.000260, -0.200335], [4.991013, -0.428640, -2.491105], [6.410113, -1.003560, -4.148285], [5.783423, -0.104710, 2.658825], [-1.864787, 1.724750, 2.024305], [-2.443227, -0.276970, 3.180665], [-5.317917, 3.445230, 3.383395], [-3.052987, 0.943430, 2.629035], [-1.116417, -2.232360, -4.436135], [-2.145027, -2.685700, -3.468405], [6.130693, -0.776540, -2.850065], [-3.817217, 1.688850, 3.697135], [2.576593, -4.930940, 0.005745], [4.979703, 0.844340, 2.751225], [0.355093, 3.952000, -2.722625], [-3.090027, -2.496070, -3.977445], [-3.193777, 2.113770, 4.483815], [-4.600417, 1.053300, 4.110375], [-3.725597, 0.657410, 1.820405], [-2.585827, -1.151200, 2.545455], [-1.326747, -1.270830, -4.904435], [-1.401567, -0.206350, 3.493795], [-2.146987, -3.712900, -3.103775], [-5.804687, 4.030820, 2.603515], [7.351893, -1.165080, -4.055755], [-3.041697, -0.569320, 4.043485], [0.880393, -2.453880, -4.527355], [6.077703, 1.305640, 3.862935], [-2.480497, 2.517130, 1.909685], [-1.410717, 2.049350, 2.866065], [-1.203967, -2.958030, -5.244735], [-6.127047, 2.892000, 3.860215], [0.813843, 5.667950, -2.756345], [-4.925567, 4.265990, 3.983815], [3.344363, -6.377420, -0.358865], [-2.884917, -1.833640, -2.059475]], "forces_ev_per_angstrom": [[1.18, 0.57, -0.61], [1.57, -1.64, 1.46], [-0.36, -0.37, 0.95], [-0.24, 1.05, -0.58], [1.33, 0.33, 0.43], [-1.15, 0.79, 1.58], [-0.44, -0.66, 0.27], [-3.96, -2.83, -1.43], [3.57, 0.44, 1.35], [0.49, 2.74, 1.26], [-1.29, 1.24, -0.97], [-3.82, 2.47, 2.95], [-4.17, 1.75, -1.28], [-1.34, 0.86, -0.34], [-0.10, 0.76, -0.79], [0.91, 0.38, -0.91], [-2.84, 0.00, 0.83], [-0.43, -2.36, 1.03], [0.54, 1.14, -1.92], [3.08, -1.97, 0.08], [1.10, -0.31, -2.15], [0.77, 0.35, -0.30], [-1.01, -1.55, 1.33], [0.99, 0.03, -2.79], [1.99, 2.46, -0.31], [-1.86, -4.59, -1.26], [0.48, -0.83, 1.64], [-0.26, -0.07, -0.03], [0.06, 0.06, 0.14], [-0.29, 0.20, -0.01], [-0.09, 0.43, 0.09], [0.50, 0.04, -0.36], [-0.90, 0.05, 0.32], [-0.07, 0.13, -0.08], [0.50, -0.27, -0.47], [-0.03, -0.32, -0.45], [0.48, -0.35, -0.52], [0.22, -0.19, 0.49], [-0.11, -0.18, -0.01], [0.89, 0.23, 1.44], [0.67, 1.32, -1.46], [0.93, -0.18, 0.32], [0.68, -0.16, -0.34], [0.52, -0.46, 0.23], [0.25, 0.54, -0.19], [0.34, -0.52, 0.70], [0.58, -1.22, -0.35], [0.15, 0.67, 1.05]]}